P:
The following is a DFT calculation (the ωB97M-V functional and the def2-TZVPD basis) of a gas-phase ion, C5H9O4S2 (charge -1).

```
20
Properties=species:S:1:pos:R:3:nbo_charge:R:1
S 0.482 0.106 2.226 0.119
C -0.841 0.039 -0.705 -0.362
C -2.002 0.231 0.206 0.758
H -1.238 1.508 -1.987 0.230
C -1.034 0.478 -2.116 -0.598
S 0.492 0.818 0.243 1.969
C -0.302 -1.458 -0.762 -0.619
H 2.538 -0.968 2.173 0.213
H 2.794 0.798 1.739 0.246
O 0.290 2.260 0.146 -0.972
H 2.475 0.397 3.427 0.208
O -1.646 0.545 1.380 -0.764
H -1.920 -0.044 -2.629 0.230
C 2.314 0.081 2.425 -0.793
H 0.761 -1.576 -0.676 0.235
H -0.247 0.240 -2.682 0.201
H -0.666 -1.903 -1.746 0.202
H -0.888 -2.100 0.071 0.219
O 1.763 0.515 -0.459 -1.004
O -3.127 0.032 -0.274 -0.718
```

Computed properties:
Charge: -1
Spin multiplicity: 1
E_HOMO (eV): -5.2
Frontier orbital gap (Ha): 0.3075
Structure (SMILES): CSS(=O)(=O)C(C)(C)C(=O)[O-]

Q:
The following is a DFT calculation (the ωB97M-V functional and the def2-TZVPD basis) of 2 unconnected molecules or ions with the total composition C5H9O4S2.

```
20
Properties=species:S:1:pos:R:3:nbo_charge:R:1
H -2.367 1.623 2.901 0.462
C -0.995 0.347 1.696 -0.548
O 1.602 0.522 2.012 -0.963
C 1.021 0.388 -0.585 -0.575
C -1.202 1.765 1.432 0.714
H 0.409 -0.147 -1.316 0.207
C -2.268 -0.680 0.045 -0.542
C 2.418 -0.022 -0.838 -0.626
H 2.568 -1.114 -0.661 0.218
H 3.326 0.494 -0.277 0.220
H -1.999 -1.674 0.202 0.194
S -1.643 -0.069 3.297 -0.376
H -3.324 -0.315 0.071 0.198
O 0.621 -1.594 1.185 -0.974
H -1.576 -0.180 -0.680 0.186
O -2.025 2.426 2.312 -0.719
H 0.876 1.412 -0.715 0.250
O -0.810 2.253 0.361 -0.652
H 2.420 0.088 -1.857 0.201
S 0.593 -0.159 1.202 2.124
```

Computed properties:
Charge: -1
Spin multiplicity: 1
E_HOMO (spin up / spin down) (eV): -3.8 / -3.8
Frontier orbital gap (spin up / spin down) (Ha): 0.2535 / 0.2535

Each structure's energy above the most stable one, in eV: P 0.000; Q 1.888.

P:
The following is a DFT calculation (the ωB97M-V functional and the def2-TZVPD basis) of 5 unconnected molecules or ions with the total composition C2H12O5.

```
19
Properties=species:S:1:pos:R:3:nbo_charge:R:1
H 1.218 -1.293 -0.084 0.477
H 1.112 0.900 2.494 0.469
H 3.048 -1.764 -1.317 0.471
O -3.321 -1.150 0.721 -0.952
H -0.932 2.606 -1.466 0.174
O 0.938 -1.679 0.745 -0.970
O 1.705 0.853 1.732 -0.948
H 1.443 -1.268 1.461 0.488
O 3.088 -0.896 -0.894 -0.942
H -2.014 0.414 -0.102 0.500
H -0.185 -0.407 -1.647 0.217
O -1.918 1.380 -0.212 -0.693
H 0.977 1.038 -1.689 0.211
C 0.007 0.627 -1.383 -0.594
H 3.924 -0.566 -1.261 0.474
H -3.917 -1.624 0.133 0.480
C -0.978 1.556 -1.213 0.177
H -3.832 -0.617 1.332 0.480
H 1.195 1.266 1.025 0.482
```

Computed properties:
Charge: 0
Spin multiplicity: 1
E_HOMO (eV): -8.5
Frontier orbital gap (Ha): 0.3361
Structure (SMILES): C=CO.O.O.O.O

Q:
The following is a DFT calculation (the ωB97M-V functional and the def2-TZVPD basis) of 5 unconnected molecules or ions with the total composition C2H12O5.

```
19
Properties=species:S:1:pos:R:3:nbo_charge:R:1
O 2.897 -2.873 -1.109 -0.943
H 1.096 0.628 -0.213 0.471
O 0.878 0.430 -1.128 -0.958
H -1.684 1.147 1.583 0.189
O -1.668 -0.812 -0.237 -0.955
H 3.203 -1.998 -1.367 0.475
H -3.716 0.034 2.425 0.203
H -3.805 1.264 3.784 0.192
C -3.279 0.882 2.917 -0.544
H -0.084 0.474 -1.194 0.487
H 1.991 -2.939 -1.431 0.467
O -1.450 2.373 3.218 -0.672
H 4.516 0.086 -5.406 0.466
H -1.189 -1.638 -0.383 0.480
H -1.925 2.525 4.045 0.475
H 4.200 0.402 -3.971 0.467
H -2.299 -1.014 0.460 0.477
O 4.413 -0.341 -4.548 -0.933
C -2.097 1.368 2.558 0.155
```

Computed properties:
Charge: 0
Spin multiplicity: 1
E_HOMO (eV): -9.4
Frontier orbital gap (Ha): 0.3602
Structure (SMILES): C=CO.O.O.O.O

Each structure's energy above the most stable one, in eV: P 0.764; Q 0.000.

P:
The following is a DFT calculation (the ωB97M-V functional and the def2-TZVPD basis) of 2 unconnected molecules or ions with the total composition C6H13P.

```
20
Properties=species:S:1:pos:R:3:nbo_charge:R:1
H -0.610 1.204 -2.168 0.241
C 2.203 -0.586 1.018 -0.723
H -2.177 -1.626 0.077 0.253
H 3.022 -0.042 1.587 0.225
H 1.547 1.751 -1.465 0.200
H 3.254 1.492 -0.868 0.189
H 1.416 -0.927 1.662 0.229
H -2.414 1.129 -1.652 0.261
C -1.155 -1.494 0.111 -0.986
C 2.156 1.127 -0.855 -0.495
H 2.550 -1.515 0.601 0.234
P -0.896 0.287 0.116 1.278
C 1.676 0.288 0.044 -0.038
H -1.036 -1.989 1.135 0.242
H -0.421 -1.916 -0.571 0.242
H -1.412 -0.408 -2.131 0.247
C -1.393 0.627 -1.629 -0.969
C -2.096 0.787 1.264 -1.050
H -2.208 1.756 1.622 0.213
H -2.008 0.056 2.103 0.208
```

Computed properties:
Charge: 0
Spin multiplicity: 1
E_HOMO (spin up / spin down) (eV): -7.1 / -7.1
Frontier orbital gap (spin up / spin down) (Ha): 0.2688 / 0.2688

Q:
The following is a DFT calculation (the ωB97M-V functional and the def2-TZVPD basis) of a molecular structure, C6H13P.

```
20
Properties=species:S:1:pos:R:3:nbo_charge:R:1
C 0.061 -0.232 2.262 -0.599
H -0.820 -1.188 0.562 0.223
H -1.822 -0.238 -1.958 0.203
C 0.310 0.428 -0.202 0.160
H -0.646 -0.697 2.946 0.212
C -0.931 -0.851 -2.087 -0.615
H 0.976 -0.818 2.251 0.217
H 0.300 2.504 0.234 0.218
C 1.030 1.707 0.060 -0.673
H -1.470 0.416 0.902 0.216
H 1.092 -2.199 -0.592 -0.066
P 1.850 -1.181 -1.167 0.141
H 1.679 1.656 0.934 0.230
C 0.293 -0.113 -1.580 -0.473
H 0.290 0.762 2.634 0.202
H 1.632 1.989 -0.799 0.225
H 0.607 0.645 -2.300 0.225
H -0.817 -1.060 -3.149 0.223
C -0.545 -0.176 0.860 -0.477
H -1.082 -1.796 -1.569 0.210
```

Computed properties:
Charge: 0
Spin multiplicity: 1
E_HOMO (eV): -7.4
Frontier orbital gap (Ha): 0.2919

Each structure's energy above the most stable one, in eV: P 3.172; Q 0.000.

P:
The following is a DFT calculation (the ωB97M-V functional and the def2-TZVPD basis) of a single C20H24N2O5S molecule.

```
52
Properties=species:S:1:pos:R:3:nbo_charge:R:1
O -2.216 -1.209 2.411 -0.724
C -2.834 -0.393 -1.345 -0.247
H -3.335 -3.016 0.617 0.229
H -0.376 -2.780 -2.780 0.224
H 2.770 0.116 -3.127 0.242
H -5.984 2.569 0.376 0.214
C -2.629 2.930 0.469 -0.186
H -4.251 4.117 1.208 0.216
H 6.280 0.802 0.947 0.171
H 4.054 -0.640 3.348 0.203
O 1.658 2.297 0.188 -0.939
C 5.837 -0.168 0.680 -0.072
C -4.938 2.347 0.221 -0.208
H -1.861 3.604 0.817 0.221
H 0.324 0.058 0.347 0.252
O 5.367 -0.818 1.838 -0.519
H 1.508 -1.829 -4.057 0.224
C -3.520 -1.946 0.475 -0.256
C 4.360 -0.064 2.474 -0.072
C -3.232 0.888 -0.652 0.040
C -4.572 1.189 -0.444 -0.247
H 4.764 0.908 2.791 0.171
H -4.201 -1.780 2.507 0.160
H -1.217 1.574 -0.373 0.218
C 0.184 -1.947 -2.381 -0.170
H 4.314 -0.914 -0.662 0.184
H -1.786 -2.065 2.269 0.486
O 3.254 2.195 -1.695 -0.937
H 6.603 -0.818 0.254 0.201
C 0.566 -0.358 -0.618 -0.222
H -5.338 0.517 -0.807 0.207
C 4.700 0.060 -0.320 -0.269
H 2.435 0.827 1.991 0.241
C 1.243 -1.412 -3.098 -0.206
C -1.262 -2.004 -0.306 0.684
N 3.668 0.821 0.345 -0.668
C -3.497 -1.251 1.846 -0.064
C 3.173 0.167 1.535 -0.269
C -3.966 3.216 0.685 -0.212
C -0.171 -1.412 -1.148 -0.117
N -2.484 -1.447 -0.411 -0.422
H -3.669 -0.751 -1.962 0.200
H -1.976 -0.210 -1.995 0.230
C 1.607 0.173 -1.351 -0.262
O -1.022 -2.937 0.446 -0.644
H -4.494 -1.808 0.005 0.206
H 5.039 0.644 -1.175 0.240
C 1.957 -0.340 -2.585 -0.207
H -3.818 -0.209 1.758 0.186
H 2.709 -0.801 1.291 0.189
C -2.263 1.775 -0.199 -0.226
S 2.538 1.534 -0.645 2.326
```

Computed properties:
Charge: 0
Spin multiplicity: 1
E_HOMO (eV): -9.4
Frontier orbital gap (Ha): 0.3605
Structure (SMILES): O=C(c1cccc(S(=O)(=O)N2CCOCC2)c1)N(CCO)Cc1ccccc1

Q:
The following is a DFT calculation (the ωB97M-V functional and the def2-TZVPD basis) of a single C20H24N2O5S molecule.

```
52
Properties=species:S:1:pos:R:3:nbo_charge:R:1
C -2.910 2.690 0.879 -0.433
H -2.862 3.146 1.870 0.219
H 4.605 -2.271 0.915 0.245
C -4.345 2.296 0.532 -0.386
O 1.043 1.037 -1.966 -0.398
C -4.352 1.443 -0.733 -0.390
C -2.876 -4.707 -0.252 -0.634
H 2.274 3.836 -0.847 0.226
C 3.602 -1.852 0.800 -0.497
C -2.036 1.484 0.829 -0.210
H 4.034 -0.468 2.424 0.233
H 4.213 1.935 -1.537 0.214
C -3.651 0.108 -0.485 -0.423
O -0.335 -2.798 0.101 -0.662
N 3.624 0.299 -0.379 -0.617
H 2.934 -2.699 0.624 0.237
C -2.371 -3.741 -1.314 -0.075
C 1.669 3.031 -1.211 -0.298
H -3.856 -4.399 0.102 0.210
C 3.604 -1.048 -0.497 0.678
H 3.021 -1.838 2.868 0.246
H 3.545 0.749 0.518 0.407
H -2.547 3.432 0.160 0.206
H -1.365 -4.026 -1.639 0.203
H 0.919 -1.795 0.979 0.460
H -3.481 -0.410 -1.430 0.228
C -0.050 1.811 -1.891 0.098
H -4.775 1.724 1.356 0.199
H -0.392 3.875 -1.273 0.225
C -2.347 0.311 0.221 -0.015
C -1.267 -2.037 -0.121 0.803
H -5.377 1.260 -1.060 0.210
H -3.045 -3.713 -2.173 0.190
H -2.947 -5.706 -0.673 0.217
S -0.453 1.474 1.563 0.523
C 1.986 -0.238 1.929 0.688
C 3.218 -1.107 2.080 -0.507
O 1.937 0.922 2.302 -0.615
H 3.574 0.508 -2.414 0.258
O 3.626 -1.610 -1.571 -0.622
H -4.950 3.193 0.389 0.209
H -3.836 1.984 -1.528 0.193
N 0.927 -0.834 1.334 -0.634
C -1.305 -0.663 0.357 -0.283
C 3.449 1.154 -1.540 -0.275
C -0.228 -0.150 1.059 0.073
H -2.186 -4.728 0.588 0.223
O -2.340 -2.400 -0.828 -0.501
H -0.982 1.371 -2.181 0.205
C 2.094 1.782 -1.559 0.255
H -4.286 -0.541 0.126 0.212
C 0.271 3.050 -1.433 -0.320
```

Computed properties:
Charge: 0
Spin multiplicity: 1
E_HOMO (eV): -8.0
Frontier orbital gap (Ha): 0.3176
Structure (SMILES): CCOC(=O)c1c(NC(=O)CCC(=O)NCc2ccco2)sc2c1CCCC2

Each structure's energy above the most stable one, in eV: P 1.965; Q 0.000.

P:
The following is a DFT calculation (the ωB97M-V functional and the def2-TZVPD basis) of a single C3H3ClOS molecule.

```
9
Properties=species:S:1:pos:R:3:nbo_charge:R:1
C 0.313 -1.791 0.414 0.039
Cl -0.477 2.946 -1.069 0.020
H -0.598 1.940 1.091 0.225
H 0.292 -2.349 1.368 0.196
S 0.688 -2.460 -1.005 -0.046
H 0.238 0.138 -1.305 0.226
O -0.015 -0.522 0.712 -0.468
C -0.377 1.667 0.068 -0.262
C -0.064 0.430 -0.274 0.070
```

Computed properties:
Charge: 0
Spin multiplicity: 1
E_HOMO (eV): -9.4
Frontier orbital gap (Ha): 0.3410
Structure (SMILES): S=CO/C=C/Cl

Q:
The following is a DFT calculation (the ωB97M-V functional and the def2-TZVPD basis) of a single C3H3ClOS molecule.

```
9
Properties=species:S:1:pos:R:3:nbo_charge:R:1
H -1.109 -0.304 -0.012 0.224
S 4.489 1.138 -0.009 0.080
C 0.814 -0.193 -0.058 0.123
H 1.122 -1.165 -0.126 0.183
O 1.968 0.622 -0.166 -0.500
H -0.305 1.505 0.101 0.239
Cl 3.547 -1.526 -0.002 0.076
C -0.358 0.411 0.048 -0.462
C 3.281 0.128 0.015 0.037
```

Computed properties:
Charge: 0
Spin multiplicity: 1
E_HOMO (eV): -9.3
Frontier orbital gap (Ha): 0.3336
Structure (SMILES): C=COC(=S)Cl

Each structure's energy above the most stable one, in eV: P 0.000; Q 0.643.

P:
The following is a DFT calculation (the ωB97M-V functional and the def2-TZVPD basis) of a single C3H3ClOS molecule.

```
9
Properties=species:S:1:pos:R:3:nbo_charge:R:1
C -0.233 -1.087 -0.035 -0.440
H 0.249 1.247 -0.238 0.258
H 0.357 0.435 1.361 0.199
C 1.247 -0.815 -0.084 -0.221
H -0.923 -1.619 -0.695 0.273
O 0.713 -3.396 1.092 -0.910
C 0.355 0.313 0.295 -0.419
Cl 2.672 -0.980 -1.148 0.052
S 0.585 -1.924 1.325 1.208
```

Computed properties:
Charge: 0
Spin multiplicity: 1
E_HOMO (eV): -9.4
Frontier orbital gap (Ha): 0.3645

Q:
The following is a DFT calculation (the ωB97M-V functional and the def2-TZVPD basis) of a single C3H3ClOS molecule.

```
9
Properties=species:S:1:pos:R:3:nbo_charge:R:1
H -1.777 -1.307 0.915 0.232
S 2.718 0.250 0.206 -0.065
C 0.182 -0.533 0.484 -0.308
Cl -2.209 0.377 -0.750 -0.006
H 0.667 -1.150 1.286 0.271
O 0.734 1.322 -1.043 -0.636
H -0.264 1.279 -1.182 0.491
C 1.126 0.374 -0.220 0.197
C -1.177 -0.612 0.305 -0.174
```

Computed properties:
Charge: 0
Spin multiplicity: 1
E_HOMO (eV): -8.8
Frontier orbital gap (Ha): 0.2993
Structure (SMILES): OC(=S)/C=C\Cl

Each structure's energy above the most stable one, in eV: P 2.383; Q 0.000.